Record 1
The following is a quantum chemistry calculation of a structure of composition C38H40BCrN10, from OMol25.

Its HOMO energy (alpha / beta) is -0.383 / -0.395 hartree. The expectation value of S² is 6.012. Its total charge is +1. The calculation puts the LUMO energy (alpha / beta) at -1.6534 / -1.6859 eV. As for the orbital gap (alpha / beta): 8.770 / 9.073 eV. Its multiplicity is 5.

Atoms and positions in Å:
Cr 0.18 0.28 -0.02
N 1.02 0.38 1.94
N -1.84 0.89 0.26
N -1.24 -0.48 -2.41
N -1.61 -2.21 -0.55
N -0.79 -1.90 0.50
N -2.70 0.09 -0.45
N 3.58 -1.03 -2.15
N 2.07 -0.24 -0.80
N 2.31 0.69 3.68
N -0.36 0.47 -1.99
C 2.40 -1.27 -1.56
C -0.34 0.38 -4.22
C 2.04 2.38 -4.02
C -0.79 4.91 2.06
C 4.04 0.22 -1.78
C 1.92 4.11 -1.85
C -1.04 -4.13 0.35
C 0.24 -2.26 3.32
C -2.61 1.81 0.87
C 1.36 -4.16 2.37
C 2.92 3.45 -3.93
C 1.04 3.04 -1.94
C -2.66 -4.20 -1.67
C 1.05 -2.34 4.44
C -2.12 -1.49 -4.52
C 3.27 -0.84 1.99
C 2.03 -3.32 4.53
C -3.96 1.57 0.58
C 2.21 0.10 2.47
C 2.18 -4.24 3.49
C -2.30 4.18 3.78
C 3.08 0.71 -0.95
C 0.18 1.01 -3.09
C -0.45 -3.07 1.06
C 1.63 -2.53 -1.75
C -2.14 2.93 1.71
C -1.25 -0.55 -3.76
C -1.34 5.07 3.32
C 2.87 4.31 -2.84
C -5.16 -0.20 -0.88
C 1.14 1.36 3.96
C 1.10 2.15 -3.02
C -3.97 0.48 -0.26
C -2.70 3.12 2.97
C 0.40 -3.15 2.26
C -1.19 3.85 1.26
C 0.35 1.15 2.89
C -1.78 -3.54 -0.65
B -2.25 -1.08 -1.38
H -0.12 0.62 -5.25
H -3.18 -1.31 -4.31
H 1.48 -4.88 1.56
H -2.74 -5.26 -1.45
H -1.91 -2.53 -4.27
H 3.56 5.14 -2.77
H -0.56 -1.52 3.26
H -0.97 -5.19 0.58
H 3.75 -1.30 2.84
H -4.80 2.15 0.91
H 2.66 -3.39 5.40
H 0.90 -1.65 5.27
H 2.09 1.71 -4.87
H -3.19 -1.50 -1.98
H 1.85 4.79 -1.00
H 2.28 -3.32 -2.14
H 4.96 0.65 -2.14
H -0.77 3.73 0.27
H 0.97 1.91 4.87
H -1.96 -1.35 -5.59
H 1.20 -2.87 -0.81
H 0.81 -2.39 -2.46
H -5.20 -1.26 -0.62
H 2.82 -1.62 1.38
H -2.26 -4.09 -2.68
H -3.66 -3.77 -1.66
H 4.05 -1.67 -2.77
H -0.06 5.62 1.69
H -6.07 0.28 -0.53
H -3.44 2.41 3.33
H 0.28 2.88 -1.19
H -2.74 4.30 4.76
H 3.65 3.61 -4.72
H 2.92 -5.02 3.56
H -5.13 -0.13 -1.97
H -0.67 1.45 2.74
H -1.03 5.91 3.95
H 3.11 0.63 4.28
H 3.06 1.66 -0.45
H 4.03 -0.33 1.39

Record 2
The following is a quantum chemistry calculation of a structure of composition C38H40FN2P2RuS3, from OMol25.

Its HOMO energy (alpha / beta) is -0.235 / -0.262 hartree. The expectation value of S² is 0.758. The calculation puts the LUMO energy (alpha / beta) at 0.3941 / 0.3206 eV. As for the orbital gap (alpha / beta): 6.801 / 7.451 eV. Its multiplicity is 2.

Atoms and positions in Å:
Ru -1.10 0.55 -0.89
S -3.04 -0.11 -2.18
S -2.32 0.82 1.20
S 0.67 2.20 -0.23
P 1.52 0.57 0.61
P -0.87 -0.36 1.98
F -1.16 4.41 -6.58
N -0.04 -0.01 -2.74
N -1.20 -2.05 -1.11
C -3.53 -1.83 -1.83
C 4.17 0.07 -2.51
C -2.61 3.43 -4.99
C 0.53 -1.37 -2.67
C -0.50 -2.43 -2.32
C -0.90 -3.14 2.24
C 2.79 -0.08 -0.53
C 3.65 0.43 4.09
C -2.53 -2.55 -0.92
C -1.62 -1.97 2.41
C -0.86 0.22 -3.95
C -2.76 -4.43 3.05
C 4.23 -1.92 -1.15
C 2.85 0.09 3.01
C -2.02 2.44 -1.37
C -0.15 -0.54 4.71
C 3.24 0.63 -1.63
C 4.66 -1.21 -2.27
C -2.91 -2.03 2.92
C 2.57 1.04 2.03
C 3.30 -1.36 -0.29
C 3.09 2.32 2.14
C -2.30 -0.28 -3.85
C 3.89 2.66 3.22
C -0.13 1.66 3.73
C -0.39 0.29 3.62
C -1.38 3.96 -5.32
C -0.36 4.07 -4.39
C 0.36 2.18 4.91
C -1.80 3.02 -2.73
C 0.33 -0.02 5.89
C -2.81 2.98 -3.69
C 4.17 1.72 4.20
C -1.47 -4.37 2.55
C -0.58 3.60 -3.10
C -3.48 -3.25 3.24
C 0.36 -0.62 0.85
C 0.60 1.34 6.00
H -0.87 1.28 -4.14
H 2.85 3.06 1.39
H 1.29 -1.37 -1.90
H 1.01 -1.62 -3.63
H -0.39 -0.27 -4.81
H 0.22 3.67 -2.37
H 4.51 0.63 -3.37
H -3.39 3.39 -5.74
H 0.58 4.52 -4.67
H -3.09 2.32 -1.20
H 4.62 -2.91 -0.96
H -2.81 -2.36 0.12
H 4.79 1.98 5.04
H 0.57 3.24 4.99
H -0.59 -2.14 -0.29
H 2.94 -1.92 0.56
H -4.51 -1.78 -1.36
H -0.90 -5.28 2.40
H 0.01 -3.40 -2.23
H 2.42 -0.90 2.94
H -2.40 -1.32 -4.15
H 0.51 -0.67 6.74
H -4.49 -3.30 3.63
H -3.78 2.56 -3.43
H -2.92 0.32 -4.53
H 0.11 -3.08 1.84
H 3.86 -0.30 4.86
H -3.66 -2.32 -2.80
H -3.21 -5.38 3.29
H 5.37 -1.65 -2.95
H -0.32 2.30 2.88
H -0.35 -1.61 4.63
H 0.74 0.64 -2.78
H -2.63 -3.63 -1.09
H -3.48 -1.12 3.04
H 2.85 1.63 -1.81
H 0.98 1.75 6.92
H -1.67 3.13 -0.60
H 4.29 3.66 3.30
H -1.23 -2.56 -3.12

Record 3
The following is a quantum chemistry calculation of a structure of composition C38H40N5O5PS2TcTe, from OMol25.

Its HOMO energy (alpha / beta) is -0.434 / -0.441 hartree. The expectation value of S² is 0.759. Its total charge is +2. The calculation puts the LUMO energy (alpha / beta) at -6.3327 / -6.3554 eV. As for the orbital gap (alpha / beta): 5.481 / 5.640 eV. Its multiplicity is 2.

Atoms and positions in Å:
Te 0.69 1.97 1.78
Tc 0.06 -0.02 0.16
S 0.44 4.24 -0.71
S -1.50 -1.87 -0.82
P 1.61 -0.04 -1.55
O -1.74 -0.53 1.62
O -2.17 -1.36 3.72
O -2.11 2.50 -2.59
O 1.48 -2.75 6.05
O -0.71 -2.42 5.88
N -1.45 -4.56 -1.13
N 0.22 -3.80 0.05
N 2.06 -1.85 3.62
N -1.22 1.20 -1.02
N 0.93 -1.15 1.88
C 0.53 -2.40 5.42
C 2.08 5.86 0.37
C 1.03 0.69 -3.13
C -0.68 -5.77 -0.83
C -0.88 -3.48 -0.62
C 0.06 -1.46 2.92
C 3.45 -1.10 1.70
C 1.54 1.05 -5.48
C -3.35 0.94 0.40
C -2.89 0.46 1.75
C 3.01 -3.92 -1.89
C 1.11 3.78 0.81
C 4.43 0.07 -2.06
C -0.50 1.90 -4.56
C 3.47 1.85 -0.77
C 5.81 1.90 -1.33
C 2.15 -1.37 2.35
C -1.15 1.64 -2.23
C 0.78 -1.90 4.01
C -2.64 -4.62 -1.96
C -3.07 2.55 -1.53
C 0.34 1.73 -5.64
C 5.66 0.69 -2.00
C 2.86 -2.59 -1.51
C 0.48 -5.24 0.03
C 4.70 2.48 -0.72
C -2.38 1.86 -0.36
C 1.97 4.75 1.25
C 1.87 -1.79 -2.07
C 1.87 0.54 -4.23
C -4.63 1.74 0.73
C 1.30 5.72 -0.74
C 3.31 0.63 -1.44
C 1.01 -2.36 -3.01
C 1.15 -3.69 -3.39
C -1.35 -1.18 2.89
C -0.17 1.38 -3.30
C 2.16 -4.47 -2.83
H 2.82 -2.10 4.25
H -1.30 -6.49 -0.31
H -2.45 1.26 2.36
H -3.67 -0.07 2.29
H 0.81 -3.09 0.45
H 0.07 2.14 -6.61
H 0.50 -4.10 -4.16
H 1.20 6.40 -1.57
H 0.24 -1.76 -3.48
H -1.90 -1.29 0.83
H -4.38 2.65 1.29
H 2.22 0.92 -6.31
H -3.32 3.59 -1.35
H -3.36 -5.31 -1.52
H 4.79 3.43 -0.21
H 1.45 -5.44 -0.42
H -0.33 -6.21 -1.76
H 4.35 -0.86 -2.61
H 3.30 -0.40 0.88
H -3.09 -3.64 -2.04
H -3.96 2.01 -1.88
H 2.62 2.32 -0.31
H 6.77 2.39 -1.29
H 6.51 0.24 -2.49
H 2.81 0.02 -4.12
H 0.46 -5.65 1.04
H -5.17 2.03 -0.17
H -5.32 1.15 1.34
H 2.51 4.67 2.19
H 2.29 -5.50 -3.16
H -1.43 2.43 -4.69
H -3.62 0.09 -0.24
H -1.36 -2.07 5.25
H 3.57 -2.17 -0.80
H -1.98 2.59 0.35
H 3.81 -4.51 -1.47
H 3.91 -2.01 1.32
H -2.37 -4.98 -2.96
H 4.13 -0.64 2.42
H 2.70 6.72 0.55

What are the energy relative to the best compared isomer or geometry (same formula, charge and spin) values for these records? In order: 12.2, 3.5, 94.6 kJ/mol.